Arrangement w

The following is a quantum chemistry calculation of a cluster of 2 separate species, CH3N2S in total, from the OMol25 dataset.

CARTESIAN COORDINATES (ANGSTROEM)
S 1.801 -0.079 -0.560
H -0.745 1.892 0.141
H -1.819 0.398 0.077
N 0.398 -1.086 -0.600
H 1.250 -2.106 1.394
C 0.061 0.139 -0.373
N -0.946 0.842 -0.078

The multiplicity is 1. For the LUMO energy (spin up / spin down), the calculation gives -5.547 / -7.910 eV. Its net charge is +1.



Arrangement x

The following is a quantum chemistry calculation of the ion CH3N2S with charge +1, from the OMol25 dataset.

CARTESIAN COORDINATES (ANGSTROEM)
H 1.578 -0.111 -0.423
N 0.872 -0.754 -0.105
H -0.561 2.040 0.587
S -2.006 -0.270 0.182
H 1.138 -1.715 -0.236
N -0.724 1.041 -0.116
C -0.297 -0.230 0.112

The multiplicity is 1. For the LUMO energy, the calculation gives -5.600 eV. Its net charge is +1.



Relative energies with respect to the most stable structure, expressed in hartree: arrangement w 0.1141; arrangement x 0.0000.



Arrangement w

The following is a quantum chemistry calculation of a cluster of 4 separate species, C5H14NO2 in total, from the OMol25 dataset.

CARTESIAN COORDINATES (ANGSTROEM)
H -2.774 -1.019 1.825
C -0.624 -1.772 -0.206
H -0.782 -2.153 -2.244
H -3.496 1.235 1.245
O -0.459 1.662 -1.262
H -0.094 2.320 -1.850
C -0.566 -1.375 -1.521
H 4.542 0.445 -0.968
O 1.382 1.000 0.435
H 3.198 0.253 0.005
C -2.554 0.831 0.915
H -0.360 -1.377 1.857
H -0.657 -2.845 -0.014
H -0.238 -0.402 -1.864
C -0.719 -0.889 0.951
H 0.256 1.421 -0.617
N 4.185 0.012 -0.138
H 1.324 1.474 1.299
H 4.273 -0.999 -0.200
H -1.838 1.514 0.488
H -0.052 -0.005 0.651
C -2.141 -0.388 1.210

The multiplicity is 1. For the LUMO energy, the calculation gives -9.670 eV. Its net charge is +1.



Arrangement x

The following is a quantum chemistry calculation of a cluster of 2 separate species, C5H14NO2 in total, from the OMol25 dataset.

CARTESIAN COORDINATES (ANGSTROEM)
H 2.713 -0.413 1.998
O -0.007 -1.315 -2.277
C -1.272 0.609 0.134
C -0.649 0.001 1.460
H 0.788 -1.438 2.056
H -2.543 0.056 -1.597
H 0.773 0.874 -0.603
C 1.981 -0.019 1.281
H -1.355 -0.703 1.886
C -2.295 -0.253 -0.570
H 0.637 -1.968 -2.595
H -3.236 -0.182 -0.016
H -1.735 1.449 0.658
N -0.205 1.113 -0.824
H 0.729 -1.467 0.388
H -0.707 -1.438 -2.946
C 0.676 -0.731 1.214
O 2.338 0.905 0.584
H -2.139 -1.319 -0.697
H -0.352 2.112 -0.948
H -0.408 0.589 -1.687
H -0.517 0.781 2.214

The multiplicity is 1. For the LUMO energy, the calculation gives -2.984 eV. Its net charge is +1.



Arrangement y

The following is a quantum chemistry calculation of a cluster of 2 separate species, C5H14NO2 in total, from the OMol25 dataset.

CARTESIAN COORDINATES (ANGSTROEM)
H -1.468 -1.054 -0.580
H 1.251 -0.551 -0.691
H 1.586 1.099 -1.022
C 0.740 0.430 -0.729
H -1.803 -1.195 -2.353
H 1.646 -3.173 1.147
C -0.650 1.692 0.997
O 2.163 -2.491 0.912
N 0.985 0.048 1.828
H -3.351 0.656 -1.663
C 0.255 0.779 0.704
H -0.830 2.225 2.016
C -0.508 0.624 -1.629
C -1.645 -0.399 -1.511
H 0.428 -0.339 2.551
H -1.340 2.198 0.382
H -0.111 0.530 -2.607
O -2.686 0.361 -1.158
H -0.983 1.646 -1.532
H 1.820 0.603 2.259
H 2.980 -2.781 1.280
H 1.520 -0.907 1.401

The multiplicity is 1. For the LUMO energy, the calculation gives -3.323 eV. Its net charge is +1.



Relative energies with respect to the most stable structure, expressed in hartree: arrangement w 0.3000; arrangement x 0.0000; arrangement y 0.0877.



Arrangement w

The following is a quantum chemistry calculation of a cluster of 2 separate species, C5H14NO2 in total, from the OMol25 dataset.

CARTESIAN COORDINATES (ANGSTROEM)
C 1.011 1.856 0.829
H -1.944 1.316 -0.474
C 1.812 -0.357 -0.046
H 2.383 0.113 -0.855
H 1.060 2.577 1.577
H -2.306 -2.011 -0.060
H 2.380 -1.247 0.202
H -0.006 0.080 -0.994
C 1.783 0.591 1.175
H 0.147 -2.807 -0.013
O -2.518 0.657 -0.894
N -1.630 -1.906 -0.804
H -1.716 -2.736 -1.366
H 1.262 2.225 -0.179
H 2.796 0.876 1.407
H -2.908 1.058 -1.692
H -0.826 1.656 1.562
H -1.833 -1.004 -1.305
C -0.254 -1.827 -0.254
O -0.423 1.538 0.698
H 1.274 0.125 2.024
C 0.456 -0.772 -0.538

The multiplicity is 1. For the LUMO energy, the calculation gives -3.012 eV. Its net charge is +1.



Arrangement x

The following is a quantum chemistry calculation of the ion C5H14NO2 with charge +1, from the OMol25 dataset.

CARTESIAN COORDINATES (ANGSTROEM)
H -0.959 -2.075 1.203
C -0.410 -0.378 -0.172
N 0.815 0.472 0.335
C -2.555 0.569 0.624
H 0.187 2.488 -0.575
H -2.853 -0.416 1.082
H 1.735 -1.418 0.899
H 2.027 2.053 -0.004
H 2.495 -0.292 -0.438
C -0.153 -1.221 -1.447
C 1.068 1.748 -0.464
H 2.589 0.078 1.318
H 0.586 0.628 1.348
O -0.415 -1.300 1.114
H 0.835 -1.210 -1.955
H -3.393 1.123 0.313
H -2.053 1.018 1.482
H -0.451 -2.288 -1.209
H 1.342 1.404 -1.406
H -0.877 -0.929 -2.188
C 1.970 -0.353 0.513
O -1.529 0.300 -0.372

The multiplicity is 1. As for the SMILES: CO[C@](C)(O)[NH+](C)C. For the LUMO energy, the calculation gives -2.802 eV. Its net charge is +1.



Relative energies with respect to the most stable structure, expressed in hartree: arrangement w 0.0000; arrangement x 0.0560.